{
  "formula": "C80H75N15O10",
  "method": "wB97M-V/def2-TZVPD",
  "spin_multiplicity": 1,
  "e_tot_ha": -4666.63261,
  "de_lowest_kj_mol": 0.0,
  "homo_lumo_gap_ev": 7.96,
  "symbols": ["N", "C", "C", "C", "C", "C", "H", "H", "H", "H", "H", "N", "C", "C", "C", "C", "C", "H", "H", "H", "H", "H", "N", "C", "C", "C", "C", "C", "H", "H", "H", "H", "H", "N", "C", "C", "C", "C", "C", "H", "H", "H", "H", "H", "N", "C", "C", "C", "C", "C", "H", "H", "H", "H", "H", "N", "C", "C", "C", "C", "C", "H", "H", "H", "H", "H", "N", "C", "C", "C", "C", "C", "H", "H", "H", "H", "H", "N", "C", "C", "C", "C", "C", "H", "H", "H", "H", "H", "N", "C", "C", "C", "C", "C", "H", "H", "H", "H", "H", "N", "C", "C", "C", "C", "C", "H", "H", "H", "H", "H", "C", "C", "C", "C", "C", "C", "N", "O", "O", "H", "H", "H", "H", "H", "C", "C", "C", "C", "C", "C", "N", "O", "O", "H", "H", "H", "H", "H", "C", "C", "C", "C", "C", "C", "N", "O", "O", "H", "H", "H", "H", "H", "C", "C", "C", "C", "C", "C", "N", "O", "O", "H", "H", "H", "H", "H", "C", "C", "C", "C", "C", "C", "N", "O", "O", "H", "H", "H", "H", "H"],
  "xyz": [[-1.395, 7.178, 0.280], [-0.289, 7.119, -0.441], [0.905, 6.515, -0.058], [0.866, 5.867, 1.183], [-0.292, 5.991, 1.928], [-1.418, 6.591, 1.446], [-0.401, 7.561, -1.430], [1.745, 6.365, -0.728], [1.732, 5.358, 1.592], [-0.214, 5.554, 2.920], [-2.371, 6.605, 1.984], [-3.539, -3.939, -0.923], [-3.045, -3.796, -2.159], [-3.748, -3.903, -3.341], [-5.114, -4.294, -3.213], [-5.611, -4.371, -1.963], [-4.808, -4.277, -0.854], [-2.017, -3.482, -2.130], [-3.323, -3.549, -4.282], [-5.775, -4.561, -4.105], [-6.663, -4.543, -1.804], [-5.176, -4.422, 0.169], [1.842, -4.873, -5.491], [0.638, -4.327, -5.236], [0.425, -3.317, -4.324], [1.542, -2.631, -3.805], [2.789, -3.110, -4.130], [2.879, -4.225, -4.951], [-0.181, -4.757, -5.742], [-0.581, -3.024, -3.973], [1.434, -1.936, -2.955], [3.719, -2.759, -3.817], [3.857, -4.589, -5.157], [-3.783, 1.958, -3.943], [-4.175, 0.847, -4.547], [-4.775, -0.231, -3.945], [-5.092, -0.105, -2.633], [-4.920, 1.111, -1.997], [-4.220, 2.112, -2.676], [-3.714, 0.620, -5.507], [-4.785, -1.187, -4.440], [-5.507, -0.943, -2.141], [-5.202, 1.291, -0.993], [-3.943, 3.100, -2.166], [4.850, 0.017, -4.577], [3.791, 0.751, -4.367], [3.387, 1.803, -5.154], [4.151, 2.047, -6.303], [5.186, 1.245, -6.604], [5.536, 0.267, -5.683], [3.282, 0.510, -3.423], [2.553, 2.431, -4.878], [3.860, 2.805, -7.044], [5.853, 1.413, -7.415], [6.384, -0.371, -5.859], [-0.564, -3.102, 4.754], [-0.969, -1.978, 4.232], [-0.766, -0.706, 4.828], [-0.016, -0.683, 5.924], [0.480, -1.834, 6.510], [0.093, -3.002, 5.872], [-1.592, -2.020, 3.342], [-1.202, 0.236, 4.503], [0.402, 0.249, 6.289], [1.126, -1.799, 7.450], [0.552, -3.917, 6.225], [-3.181, 2.518, 2.907], [-2.465, 2.818, 1.814], [-2.955, 3.620, 0.799], [-4.291, 4.039, 0.916], [-5.039, 3.706, 2.008], [-4.420, 2.984, 3.001], [-1.420, 2.562, 1.824], [-2.400, 3.857, -0.109], [-4.742, 4.623, 0.112], [-6.061, 4.018, 1.994], [-4.980, 2.627, 3.916], [3.459, 2.014, 5.862], [2.774, 2.400, 6.928], [1.572, 3.061, 6.931], [0.998, 3.296, 5.685], [1.672, 2.846, 4.557], [2.891, 2.259, 4.687], [3.363, 2.219, 7.842], [0.992, 3.324, 7.823], [0.016, 3.818, 5.642], [1.355, 3.030, 3.560], [3.462, 1.957, 3.813], [-1.152, 3.856, -2.100], [-0.423, 2.855, -1.605], [0.938, 2.667, -1.791], [1.672, 3.540, -2.592], [0.919, 4.506, -3.202], [-0.415, 4.673, -2.884], [-1.030, 2.079, -1.212], [1.417, 1.853, -1.251], [2.728, 3.542, -2.683], [1.355, 5.264, -3.867], [-0.946, 5.604, -3.180], [0.029, -1.112, -0.965], [0.620, -1.067, 0.233], [-0.065, -0.834, 1.398], [-1.415, -0.576, 1.292], [-2.059, -0.626, 0.105], [-1.269, -0.920, -1.004], [1.669, -1.224, 0.357], [0.414, -0.887, 2.362], [-2.020, -0.324, 2.161], [-3.093, -0.475, 0.031], [-1.644, -1.090, -2.003], [-1.169, 2.409, -5.192], [-1.037, 2.739, -6.508], [-0.245, 2.012, -7.357], [0.406, 0.900, -6.820], [0.288, 0.547, -5.487], [-0.540, 1.255, -4.696], [1.271, 0.028, -7.718], [1.195, 0.296, -8.881], [1.964, -0.765, -7.164], [-1.742, 3.064, -4.587], [-1.644, 3.487, -6.983], [-0.110, 2.223, -8.430], [0.827, -0.346, -5.194], [-0.753, 1.011, -3.661], [5.520, -0.109, -1.328], [4.662, -0.319, -0.285], [4.068, 0.785, 0.384], [4.387, 2.055, -0.075], [5.328, 2.289, -1.077], [5.853, 1.204, -1.731], [3.624, 3.214, 0.535], [3.622, 4.246, -0.091], [3.014, 2.986, 1.542], [5.921, -1.014, -1.772], [4.553, -1.339, 0.045], [3.220, 0.610, 1.046], [5.672, 3.302, -1.278], [6.594, 1.361, -2.512], [3.900, -3.331, 7.382], [3.719, -1.952, 7.179], [3.760, -1.455, 5.867], [3.975, -2.299, 4.827], [4.112, -3.705, 4.970], [4.105, -4.224, 6.295], [3.987, -1.719, 3.441], [4.164, -2.446, 2.491], [3.901, -0.516, 3.326], [3.751, -3.711, 8.364], [3.503, -1.255, 7.990], [3.683, -0.371, 5.807], [4.162, -4.260, 4.034], [4.117, -5.255, 6.612], [-5.758, -2.359, 5.621], [-4.919, -1.264, 5.410], [-4.902, -0.659, 4.128], [-5.627, -1.357, 3.095], [-6.282, -2.538, 3.307], [-6.449, -3.008, 4.605], [-5.606, -0.794, 1.722], [-5.056, 0.278, 1.546], [-6.221, -1.353, 0.805], [-5.689, -2.819, 6.613], [-4.252, -0.749, 6.069], [-4.412, 0.289, 3.893], [-6.627, -3.055, 2.447], [-7.063, -3.887, 4.857], [-0.015, -4.539, 1.719], [1.315, -4.239, 1.939], [2.235, -4.316, 0.942], [1.822, -4.691, -0.356], [0.510, -4.966, -0.614], [-0.427, -4.885, 0.424], [2.826, -4.947, -1.359], [3.988, -4.545, -1.240], [2.440, -5.524, -2.399], [-0.718, -4.520, 2.489], [1.636, -4.001, 2.912], [3.301, -4.339, 1.180], [0.304, -5.417, -1.564], [-1.443, -5.282, 0.256]],
  "lowdin_charge": [0.059, -0.173, -0.051, -0.064, -0.091, -0.183, 0.099, 0.096, 0.085, 0.096, 0.112, 0.073, -0.168, -0.056, -0.077, -0.108, -0.162, 0.072, 0.103, 0.135, 0.105, 0.108, 0.080, -0.157, -0.078, -0.089, -0.091, -0.156, 0.084, 0.088, 0.089, 0.078, 0.100, 0.063, -0.163, -0.079, -0.080, -0.056, -0.124, 0.108, 0.095, 0.090, 0.075, 0.114, 0.072, -0.183, -0.058, -0.079, -0.078, -0.131, 0.113, 0.085, 0.119, 0.099, 0.102, 0.078, -0.158, -0.067, -0.107, -0.054, -0.172, 0.090, 0.110, 0.102, 0.122, 0.104, 0.052, -0.153, -0.063, -0.078, -0.082, -0.186, 0.096, 0.070, 0.114, 0.101, 0.118, 0.060, -0.183, -0.085, -0.070, -0.073, -0.158, 0.111, 0.110, 0.119, 0.080, 0.091, 0.083, -0.166, -0.050, -0.081, -0.086, -0.166, 0.086, 0.099, 0.093, 0.119, 0.120, 0.087, -0.140, -0.060, -0.099, -0.044, -0.160, 0.089, 0.093, 0.091, 0.073, 0.096, -0.090, -0.079, -0.009, -0.126, -0.035, -0.060, -0.368, 0.080, 0.091, 0.065, 0.109, 0.126, 0.099, 0.097, -0.073, -0.058, 0.001, -0.135, -0.026, -0.076, -0.338, 0.073, 0.063, 0.112, 0.094, 0.098, 0.123, 0.111, -0.067, -0.077, -0.025, -0.131, 0.021, -0.041, -0.318, 0.061, 0.071, 0.093, 0.111, 0.095, 0.111, 0.100, -0.080, -0.055, 0.028, -0.125, -0.018, -0.055, -0.314, 0.050, 0.053, 0.112, 0.100, 0.085, 0.105, 0.120, -0.054, -0.087, -0.011, -0.154, -0.004, -0.038, -0.303, 0.064, 0.047, 0.075, 0.080, 0.109, 0.114, 0.102]
}